[1]
{
  "formula": "C42H47AsN11O7RbS3",
  "method": "ωB97M-V with the def2-TZVPD basis set",
  "elements": ["Rb", "C", "C", "N", "N", "C", "O", "C", "C", "C", "C", "C", "C", "C", "C", "C", "C", "C", "N", "H", "H", "H", "H", "H", "H", "H", "H", "H", "H", "H", "H", "S", "C", "C", "N", "C", "S", "C", "N", "C", "C", "C", "C", "C", "N", "C", "O", "N", "C", "C", "C", "C", "N", "C", "C", "C", "H", "H", "H", "H", "H", "H", "H", "H", "H", "H", "H", "H", "H", "C", "As", "C", "C", "O", "H", "H", "H", "H", "H", "H", "H", "H", "H", "C", "C", "S", "O", "O", "C", "C", "N", "C", "N", "C", "C", "N", "O", "O", "C", "H", "H", "H", "H", "H", "H", "H", "H", "H", "H", "H", "H", "H"],
  "xyz": [[-0.187, 0.366, -0.668], [-3.240, -3.934, -2.207], [-2.251, -3.043, -1.505], [-2.453, -1.801, -1.246], [-3.674, -1.299, -1.576], [-3.714, 0.029, -1.518], [-2.781, 0.848, -1.378], [-5.110, 0.583, -1.694], [-5.426, 1.804, -1.106], [-6.690, 2.356, -1.249], [-7.653, 1.700, -2.005], [-7.344, 0.483, -2.599], [-6.085, -0.077, -2.435], [-0.950, -3.619, -1.083], [-0.576, -4.909, -1.477], [0.669, -5.396, -1.116], [1.508, -4.599, -0.357], [1.051, -3.336, 0.013], [-0.135, -2.858, -0.340], [-4.179, -3.397, -2.305], [-3.408, -4.859, -1.650], [-2.885, -4.208, -3.205], [-4.661, 2.311, -0.531], [-6.924, 3.300, -0.771], [-8.637, 2.134, -2.130], [-8.090, -0.033, -3.192], [-5.838, -1.033, -2.875], [-1.245, -5.513, -2.074], [0.982, -6.383, -1.436], [2.489, -4.935, -0.047], [1.672, -2.677, 0.614], [1.236, 2.324, 2.181], [2.953, 2.014, 2.262], [3.686, 2.903, 3.121], [4.233, 3.630, 3.832], [3.649, 1.040, 1.594], [3.043, -0.129, 0.463], [5.069, 0.959, 1.838], [6.208, 0.870, 1.998], [-1.467, 8.936, 1.498], [-1.396, 7.600, 2.190], [-2.499, 7.070, 2.849], [-2.457, 5.832, 3.472], [-1.280, 5.085, 3.447], [-1.166, 3.800, 4.009], [-1.940, 3.316, 5.022], [-2.740, 3.974, 5.675], [-1.731, 1.990, 5.351], [-1.243, 0.904, 4.598], [-0.615, -0.145, 5.257], [-0.168, -1.226, 4.521], [-0.367, -1.226, 3.148], [-0.982, -0.238, 2.514], [-1.408, 0.799, 3.221], [-0.163, 5.604, 2.792], [-0.231, 6.841, 2.176], [-2.079, 9.642, 2.063], [-1.906, 8.846, 0.501], [-0.473, 9.368, 1.380], [-3.423, 7.640, 2.882], [-3.323, 5.450, 3.987], [-0.322, 3.275, 3.749], [-2.124, 1.770, 6.252], [-0.462, -0.095, 6.329], [0.350, -2.047, 4.998], [-0.007, -2.039, 2.529], [-1.896, 1.596, 2.673], [0.747, 5.015, 2.758], [0.651, 7.223, 1.674], [-0.814, 5.264, -1.643], [-1.468, 3.437, -1.642], [-3.020, 3.595, -2.775], [-1.873, 3.220, 0.231], [-0.296, 2.463, -2.265], [-1.551, 5.951, -1.226], [-0.568, 5.550, -2.665], [0.090, 5.292, -1.035], [-3.796, 4.188, -2.290], [-3.397, 2.604, -3.006], [-2.680, 4.098, -3.680], [-2.556, 4.008, 0.550], [-0.917, 3.333, 0.751], [-2.292, 2.237, 0.429], [5.974, -7.091, -1.379], [5.401, -5.683, -1.326], [4.853, -5.185, -2.950], [5.938, -5.383, -3.883], [3.585, -5.826, -3.214], [4.572, -3.445, -2.747], [3.990, -2.836, -4.023], [3.398, -1.555, -3.688], [2.101, -1.397, -3.319], [1.871, -0.199, -2.826], [3.035, 0.487, -2.913], [3.996, -0.328, -3.447], [5.365, -0.047, -3.672], [5.732, 1.107, -3.556], [6.109, -0.982, -3.976], [1.081, -2.472, -3.417], [6.294, -7.397, -0.384], [6.828, -7.129, -2.053], [5.225, -7.798, -1.735], [6.140, -4.949, -1.005], [4.523, -5.618, -0.685], [5.520, -2.974, -2.492], [3.862, -3.341, -1.923], [3.195, -3.472, -4.410], [4.758, -2.716, -4.779], [3.142, 1.497, -2.559], [0.929, -2.780, -4.454], [0.144, -2.083, -3.027], [1.360, -3.354, -2.836]],
  "mulliken_charge": [1.15, -1.50, 0.33, 0.55, -0.91, -0.59, -0.35, 0.20, 0.18, -0.82, -0.32, -0.64, -0.30, 0.48, -0.70, -0.74, -0.68, -0.19, 0.25, 0.34, 0.34, 0.27, 0.49, 0.39, 0.36, 0.36, 0.37, 0.35, 0.34, 0.50, 0.32, 0.09, -0.27, -0.47, -0.69, 0.28, 0.07, -0.25, -0.67, -1.43, 0.93, -0.79, -0.36, 0.29, 0.16, 0.24, -0.75, 0.01, 0.47, -0.65, -0.73, 0.00, -0.02, -0.47, -0.33, -0.86, 0.37, 0.25, 0.36, 0.32, 0.43, -0.15, 0.30, 0.40, 0.39, 0.08, 0.56, 0.55, 0.34, -1.32, 0.97, -1.11, -0.52, -0.72, 0.35, 0.44, 0.33, 0.32, 0.17, 0.48, 0.63, 0.00, 0.11, -1.31, -0.12, 1.28, -0.72, -0.65, -0.15, -1.62, 0.22, 0.86, -0.10, -0.61, -0.16, 1.10, -0.65, -0.68, -1.07, 0.40, 0.35, 0.33, 0.44, 0.02, 0.60, 0.16, 0.64, 0.30, 0.52, 0.55, 0.09, 0.02],
  "e_homo_ev": -1.230,
  "charge": -2,
  "gap_ev": 4.6,
  "e_tot_ha": -6212.14523
}

=====

[2]
{
  "formula": "C42H47N2O12",
  "method": "ωB97M-V with the def2-TZVPD basis set",
  "elements": ["C", "C", "N", "C", "C", "N", "C", "C", "H", "H", "H", "H", "H", "H", "H", "H", "H", "H", "H", "C", "C", "C", "C", "C", "C", "O", "O", "H", "H", "H", "H", "H", "H", "C", "C", "C", "C", "C", "C", "O", "O", "H", "H", "H", "H", "H", "H", "C", "C", "C", "C", "C", "C", "O", "O", "H", "H", "H", "H", "H", "H", "C", "C", "C", "C", "C", "C", "O", "O", "H", "H", "H", "H", "H", "H", "C", "C", "C", "C", "C", "C", "O", "O", "H", "H", "H", "H", "H", "H", "C", "C", "C", "C", "C", "C", "O", "O", "H", "H", "H", "H", "H", "H"],
  "xyz": [[-1.597, 0.657, -0.019], [-0.433, -0.466, -0.084], [0.017, -0.556, -1.499], [-0.045, -1.801, -2.133], [0.691, -1.632, -3.366], [1.191, -0.311, -3.308], [0.700, 0.321, -2.249], [2.313, 0.175, -4.189], [-1.220, 1.436, -0.490], [-2.000, 0.975, 0.781], [-2.470, 0.220, -0.623], [-0.878, -1.288, 0.312], [0.279, -0.046, 0.689], [-0.684, -2.442, -1.618], [0.868, -2.353, -4.142], [1.052, 1.336, -1.938], [2.064, 0.368, -5.179], [2.984, -0.586, -4.449], [2.803, 1.045, -4.113], [4.792, 0.572, -7.209], [5.226, 2.066, -6.948], [4.288, 3.099, -7.338], [3.041, 2.836, -7.838], [2.568, 1.556, -8.058], [3.447, 0.430, -7.708], [3.102, -0.884, -8.167], [4.714, 4.406, -7.165], [5.498, -0.173, -6.994], [6.214, 2.259, -6.525], [2.470, 3.612, -8.269], [1.714, 1.401, -8.511], [3.785, -1.226, -8.777], [4.489, 4.992, -7.812], [-3.224, -4.495, -0.647], [-4.047, -5.778, -0.220], [-5.427, -5.696, -0.376], [-6.051, -4.517, -0.851], [-5.342, -3.397, -1.236], [-3.906, -3.515, -1.215], [-3.083, -2.479, -1.764], [-6.191, -6.688, 0.157], [-2.225, -4.575, -0.577], [-3.578, -6.529, 0.242], [-7.099, -4.495, -1.071], [-5.915, -2.506, -1.512], [-3.751, -2.083, -2.085], [-5.734, -7.456, 0.108], [0.172, 1.921, 5.425], [0.429, 1.812, 3.878], [1.715, 1.623, 3.532], [2.837, 1.563, 4.306], [2.559, 1.541, 5.734], [1.285, 1.697, 6.261], [1.165, 1.656, 7.660], [2.040, 1.577, 2.173], [-0.876, 1.990, 5.750], [-0.490, 1.994, 3.233], [3.740, 1.457, 4.030], [3.191, 1.326, 6.583], [1.961, 1.851, 8.035], [1.561, 2.103, 1.581], [-2.468, -0.587, 4.507], [-1.371, -1.418, 3.650], [-1.898, -2.518, 2.942], [-3.268, -2.706, 2.739], [-4.235, -1.923, 3.461], [-3.787, -0.904, 4.402], [-4.657, -0.405, 5.392], [-0.987, -3.349, 2.233], [-1.969, 0.271, 4.984], [-0.534, -1.055, 3.611], [-3.730, -3.410, 2.051], [-5.168, -2.215, 3.486], [-5.220, -0.789, 6.012], [-0.129, -2.891, 2.469], [-3.450, 3.025, 2.631], [-3.977, 3.030, 4.137], [-3.453, 3.916, 5.062], [-2.307, 4.702, 4.523], [-1.731, 4.714, 3.314], [-2.352, 3.916, 2.282], [-2.097, 4.085, 0.991], [-3.796, 3.909, 6.307], [-3.997, 2.371, 2.064], [-4.394, 2.249, 4.535], [-1.824, 5.453, 5.243], [-0.935, 5.204, 3.002], [-1.167, 4.436, 0.751], [-3.025, 4.113, 6.918], [4.712, -2.181, -1.653], [5.218, -0.980, -2.359], [5.029, 0.337, -1.786], [4.007, 0.474, -0.772], [3.486, -0.705, -0.141], [3.892, -2.009, -0.569], [3.319, -3.154, -0.015], [5.705, 1.338, -2.412], [4.809, -2.954, -2.076], [5.738, -1.297, -3.258], [3.828, 1.349, -0.260], [2.709, -0.472, 0.729], [3.289, -3.067, 0.889], [5.485, 2.194, -2.215]],
  "mulliken_charge": [-1.78, 0.55, 0.52, 0.01, -1.03, 0.32, 0.00, -2.21, 0.77, 0.56, 0.13, 0.33, -0.61, 0.45, 0.48, 0.33, 0.93, 0.54, 0.76, -0.56, -0.52, 0.50, -0.36, -0.81, 0.23, -0.56, -0.52, 0.54, 0.45, 0.35, 0.67, 0.33, 0.30, -0.74, -0.86, 0.50, -0.59, -0.75, 0.75, -0.28, -0.49, 0.66, 0.52, 0.41, 0.37, 0.18, 0.29, -0.53, -0.17, 0.96, -1.40, -0.35, 0.18, -0.52, -0.46, 0.34, 0.31, 0.76, 0.35, 0.28, 0.26, -0.22, -1.28, 0.54, -0.34, -1.07, 0.48, -0.52, -0.50, 0.06, 1.10, 0.44, 0.68, 0.27, 0.33, -0.73, -0.73, 0.19, -0.36, -0.71, 0.57, -0.55, -0.55, 0.62, 0.71, 0.21, 0.58, 0.34, 0.39, -1.02, -0.34, 0.03, -0.90, 0.14, 0.51, -0.56, -0.47, 0.84, 0.47, 0.77, -0.09, 0.30, 0.29],
  "relative_energy_kcal_mol": 114.2,
  "e_homo_ev": -9.737,
  "charge": 1,
  "gap_ev": 7.4,
  "e_tot_ha": -2640.22295
}